C2H3N5O2 | ωB97M-V with the def2-TZVPD basis set

Cartesian coordinates (Å):
1 H -2.32 -0.74 -2.44
2 N 0.16 1.68 1.32
3 N -1.78 -1.54 -0.55
4 C -0.59 -1.80 -0.13
5 H -0.65 -2.66 0.73
6 N 0.86 -1.24 -0.53
7 O -1.55 -0.52 -1.75
8 N 1.52 1.82 1.06
9 C 0.71 -0.02 -0.06
10 O -0.38 0.63 0.44
11 H -0.54 2.57 1.36
12 N 1.85 0.84 0.41

The calculation puts the total energy at -502.00755 Eh. The energy relative to the best compared isomer or geometry (same formula, charge and spin) is 595.20 kJ/mol. The HOMO-LUMO gap is 9.851 eV. For the HOMO energy, the calculation gives -10.1 eV. The SMILES is O/N=C\N=c1\nn[nH]o1.